1.
Below is a 2-piece molecular cluster, C7H11NO2 overall, with properties calculated with ωB97M-V with the def2-TZVPD basis set.

Properties
**Structure (SMILES)**: [H]/N=C(\C)C(=O)O.C=C=CC
**Relative energy (zero: lowest compared OMol25 entry of this formula, charge and spin)**: 4.455 eV

Each line ends with the Mulliken charge.
Atoms and positions in Å:
1 H -0.92205 -1.50169 0.64201  0.286
2 N -1.03525 -1.26089 -0.29266  -0.698
3 C -1.19636 0.02034 -0.37280  0.835
4 C -1.66284 0.93604 0.76414  -1.119
5 C -1.34780 0.49455 -1.77438  0.222
6 O -1.37709 1.63114 -2.08721  -0.510
7 O -1.44029 -0.45938 -2.73336  -0.479
8 H -0.86445 1.07849 1.42533  0.227
9 H -1.99643 1.79475 0.24524  0.335
10 H -2.57450 0.59494 1.17904  0.401
11 H -1.75859 -1.22279 -2.25141  0.386
12 C 1.45165 0.29331 2.56418  -0.905
13 C 1.36448 0.22402 1.30457  0.101
14 C 1.23268 0.29828 0.00781  0.091
15 C 1.84423 -0.80342 -0.81993  -1.170
16 H 2.46096 0.48824 2.93276  0.280
17 H 0.85289 -0.33704 3.30008  0.244
18 H 0.88811 0.94856 -0.81892  0.367
19 H 2.62079 -0.37634 -1.47491  0.345
20 H 2.28410 -1.63005 -0.25896  0.351
21 H 1.17577 -1.21106 -1.48063  0.409

Atomic forces in eV per Å
0.0 -0.9 2.3
-0.2 2.1 -2.0
-2.3 -2.7 1.0
0.3 -0.7 -2.6
-0.1 -0.9 -1.3
0.2 2.1 -0.1
-0.2 0.6 0.5
0.7 0.5 1.2
0.3 1.6 -0.1
-0.6 -1.0 0.8
0.3 -1.1 0.1
0.9 -2.1 3.9
-1.3 1.7 -3.7
1.8 -1.3 -1.0
2.4 0.2 0.9
-0.3 0.6 0.3
0.3 1.2 -1.1
-0.3 1.0 1.9
0.0 0.0 0.4
0.0 0.2 0.1
-2.0 -1.0 -1.5

***

2.
Below is a 2-piece molecular cluster, C7H11NO2S2 overall, with properties calculated with ωB97M-V with the def2-TZVPD basis set.

Properties
**Structure (SMILES)**: CC(C)c1nc(C(=O)O)cs1.S
**Relative energy (zero: lowest compared OMol25 entry of this formula, charge and spin)**: 0.797 eV

Each line ends with the Mulliken charge.
Atoms and positions in Å:
1 C 0.83785 1.23662 -1.19888  -1.131
2 C 1.32131 0.10964 -0.36072  0.382
3 C 1.76470 0.73225 1.00366  -1.317
4 C 0.24542 -0.88121 -0.12293  0.287
5 N -0.98868 -0.66729 -0.27444  -0.349
6 C -1.78516 -1.74011 -0.06678  -0.116
7 C -3.29253 -1.70138 -0.00136  0.335
8 O -4.00812 -0.79070 -0.35385  -0.531
9 O -3.83392 -2.86033 0.46255  -0.472
10 C -1.09292 -2.87540 0.27300  -0.164
11 S 0.55622 -2.56372 0.34007  -0.203
12 H 1.36711 2.13597 -0.87427  0.348
13 H -0.28216 1.42580 -0.98389  0.249
14 H 1.02489 1.01905 -2.24555  0.318
15 H 2.20319 -0.29338 -0.77093  0.412
16 H 2.48568 1.51142 0.63657  0.362
17 H 2.05086 0.03922 1.73229  0.423
18 H 0.89343 1.23812 1.49652  0.296
19 H -4.73243 -2.64934 0.80324  0.355
20 H -1.56917 -3.78358 0.45796  0.548
21 S -3.28057 3.07987 -0.35013  -0.317
22 H -3.14037 3.60784 0.89971  0.144
23 H -3.77826 1.93248 -0.10882  0.139

Atomic forces in eV per Å
-1.9 1.1 0.0
-0.5 0.7 2.5
-1.4 1.9 -1.5
1.0 -1.7 -0.1
-1.9 1.5 -0.6
-0.3 -1.3 0.9
-0.4 0.6 -0.9
0.8 -0.2 0.5
0.0 0.2 0.7
-0.5 1.4 -0.4
0.6 0.3 -0.2
0.0 0.1 -0.5
1.8 -0.3 -0.6
-0.3 0.3 -0.2
0.9 -1.0 -0.6
-0.2 -0.8 1.4
1.3 -1.1 0.8
0.6 -0.1 -0.7
0.6 -0.1 -0.7
-0.3 -1.4 0.4
1.1 2.5 -0.6
-0.3 -0.7 -0.4
-0.7 -1.8 1.0

***

- Look up the relative energy (zero: lowest compared OMol25 entry of this formula, charge and spin) of the first one.
  4.455 eV

***

- Which of these has the lowest relative energy (zero: lowest compared OMol25 entry of this formula, charge and spin)?
  C7H11NO2S2